Record 1
Density functional theory data (the ωB97M-V functional and the def2-TZVPD basis) for a molecular structure, C8H13Cl2IrN3O3Tm.

The geometry in XYZ format:
```
31
Properties=species:S:1:pos:R:3:mulliken_spin:R:1
Tm -0.831 -0.454 -2.482 1.95
Ir 0.927 1.587 -1.446 1.91
Cl -1.573 -2.779 -2.320 0.49
Cl -2.795 1.018 -3.043 0.60
C 1.795 2.825 -2.493 -0.05
C 0.780 -1.559 -4.165 0.00
C 0.466 0.955 -4.078 0.05
O 2.287 3.584 -3.244 0.01
O 1.387 -2.146 -4.948 0.00
O 0.882 1.433 -5.044 0.04
C -2.585 0.317 1.223 -0.01
N -1.278 -0.097 1.722 0.52
C -1.292 -0.928 2.916 0.02
C -0.191 0.088 0.943 -0.14
N -0.438 0.596 -0.292 -0.03
N 1.050 -0.216 1.322 0.36
C 1.455 -0.374 2.722 0.01
C 2.121 -0.360 0.358 0.05
H -3.341 -0.031 1.940 0.00
H -2.823 -0.130 0.243 0.03
H -2.650 1.413 1.170 0.03
H -0.725 -1.867 2.780 0.03
H -0.909 -0.373 3.789 0.05
H -2.336 -1.193 3.128 0.00
H -1.389 1.001 -0.291 0.00
H 1.324 -1.406 3.071 0.03
H 2.518 -0.125 2.765 0.00
H 0.925 0.330 3.360 0.01
H 2.121 0.507 -0.362 0.01
H 3.051 -0.296 0.932 0.01
H 2.067 -1.320 -0.177 0.01
```

As for the net charge: +4. As for the multiplicity: 7. For the highest occupied orbital energy (alpha / beta), the calculation gives -24.6 / -24.0 eV.



Record 2
Density functional theory data (the ωB97M-V functional and the def2-TZVPD basis) for 3 unconnected molecules or ions with the total composition C31H52F2IN6O11P2S2.

The geometry in XYZ format:
```
107
Properties=species:S:1:pos:R:3:lowdin_charge:R:1
O 5.281 1.946 -1.224 -0.24
P 4.254 0.877 -1.177 0.56
O 3.343 1.066 -2.578 -0.13
O 5.033 -0.570 -1.318 -0.10
N 3.314 1.115 0.275 -0.02
C 1.901 1.244 -0.106 -0.27
N 1.342 2.280 -0.698 -0.02
C 2.169 3.471 -1.068 -0.13
C 1.444 4.871 -0.900 -0.27
C 1.366 5.536 -2.327 -0.68
I 0.706 7.600 -2.272 0.75
P -0.380 2.246 -1.046 0.61
O -0.752 3.095 -2.219 -0.23
O -0.976 0.739 -1.348 -0.10
O -1.129 2.932 0.280 -0.11
N 1.327 0.060 0.358 0.13
C 2.216 -0.871 1.168 -0.26
C 2.568 -2.100 0.234 -0.09
C 2.000 -2.017 -1.243 -0.15
C 0.471 -2.440 -1.353 -0.15
F 0.422 -3.805 -0.986 -0.06
C 1.341 -1.119 2.472 -0.11
C 0.335 -2.333 2.360 -0.16
C 1.014 -3.654 2.959 -0.19
C 0.375 -4.992 2.397 -0.18
C 1.266 -5.735 1.322 -0.21
C 1.716 -7.200 1.760 -0.24
C 3.044 -7.637 0.988 -0.47
S 2.690 -8.549 -0.578 0.94
C 3.545 -7.629 -1.885 -0.59
N 2.963 -7.017 -2.952 0.00
N 3.892 -6.397 -3.697 0.00
C 5.111 -6.634 -3.134 -0.12
O 4.892 -7.385 -2.017 -0.02
C 3.394 0.179 1.398 -0.32
C 4.793 -0.434 1.781 -0.16
C 4.888 -1.782 2.413 0.02
C 6.268 -2.142 2.730 -0.02
C 7.444 -1.327 2.438 -0.09
N 7.318 -0.103 1.859 0.08
C 6.051 0.278 1.587 -0.11
S 3.164 1.349 2.862 0.77
O 1.857 1.984 2.860 -0.27
O 3.559 0.748 4.109 -0.22
F 4.260 2.538 2.556 -0.15
H 3.499 0.305 -3.172 0.10
H 4.531 -1.200 -1.872 0.08
H 3.095 3.490 -0.425 0.14
H 2.558 3.397 -2.124 0.13
H 0.467 4.838 -0.358 0.09
H 2.134 5.523 -0.292 0.11
H 0.786 4.937 -3.073 0.05
H 2.424 5.565 -2.722 0.06
H -1.658 0.589 -0.652 0.11
H -0.448 3.091 0.973 0.09
H 0.374 0.178 0.703 0.14
H 3.685 -2.234 0.137 0.11
H 2.207 -3.087 0.641 0.10
H 2.218 -1.057 -1.776 0.08
H 2.550 -2.820 -1.824 0.14
H 0.162 -2.362 -2.424 0.13
H -0.152 -1.797 -0.674 0.09
H 2.015 -1.345 3.351 0.13
H 0.727 -0.218 2.761 0.12
H 0.036 -2.599 1.315 0.09
H -0.582 -2.151 2.990 0.13
H 1.034 -3.638 4.083 0.12
H 2.103 -3.671 2.645 0.08
H -0.592 -4.699 1.900 0.11
H 0.203 -5.706 3.253 0.11
H 2.193 -5.181 1.021 0.09
H 0.613 -5.894 0.417 0.11
H 1.871 -7.294 2.870 0.11
H 0.927 -7.925 1.408 0.10
H 3.693 -6.745 0.773 0.08
H 3.608 -8.339 1.653 0.08
H 6.079 -6.259 -3.526 0.14
H 4.009 -2.425 2.627 0.10
H 6.439 -3.126 3.238 0.11
H 8.452 -1.717 2.694 0.12
H 5.950 1.306 1.141 0.11
C -5.761 4.094 -0.982 -0.17
C -4.770 4.575 -2.027 -0.16
C -3.559 3.709 -1.735 -0.23
O -4.055 2.463 -1.216 -0.16
C -5.452 2.610 -0.914 -0.19
H -6.801 4.299 -1.233 0.09
H -5.542 4.566 -0.018 0.12
H -5.152 4.357 -3.029 0.12
H -4.554 5.642 -1.970 0.12
H -2.921 4.161 -0.970 0.10
H -2.956 3.521 -2.620 0.10
H -6.019 2.052 -1.666 0.12
H -5.663 2.180 0.068 0.12
C -10.710 5.287 0.257 -0.17
C -11.384 4.548 -0.884 -0.17
C -10.197 4.144 -1.740 -0.20
O -9.087 3.961 -0.850 -0.17
C -9.433 4.486 0.439 -0.20
H -11.313 5.339 1.164 0.12
H -10.471 6.308 -0.054 0.12
H -11.889 3.656 -0.501 0.12
H -12.115 5.147 -1.425 0.12
H -9.932 4.934 -2.450 0.12
H -10.376 3.222 -2.297 0.12
H -9.589 3.640 1.116 0.12
H -8.609 5.092 0.822 0.11
```

As for the net charge: +1. As for the multiplicity: 1. For the highest occupied orbital energy, the calculation gives -10.9 eV.



Record 3
Density functional theory data (the ωB97M-V functional and the def2-TZVPD basis) for a molecular structure, C4H4N2O.

The geometry in XYZ format:
```
11
Properties=species:S:1:pos:R:3:lowdin_charge:R:1
C 1.693 -0.189 0.577 -0.22
C 0.013 0.754 0.081 -0.20
C -0.591 -1.218 -0.899 -0.10
C 0.560 -0.494 -0.441 -0.10
H 2.688 0.041 -0.008 0.14
H 1.966 -1.156 1.158 0.15
H -2.504 -0.227 -1.285 0.25
H -0.965 -2.287 -1.179 0.14
N -1.348 0.809 0.105 0.06
N -1.665 -0.514 -0.388 -0.09
O 1.232 1.056 0.923 -0.02
```

As for the net charge: 0. As for the multiplicity: 1. For the highest occupied orbital energy, the calculation gives -9.4 eV.



Record 4
Density functional theory data (the ωB97M-V functional and the def2-TZVPD basis) for a molecular structure, C12H36BeNO15.

The geometry in XYZ format:
```
65
Properties=species:S:1:pos:R:3:lowdin_charge:R:1
Be -11.304 4.483 -22.368 1.15
N -8.143 4.440 -20.745 -0.49
O -7.104 4.905 -21.261 0.05
O -8.096 3.696 -19.778 0.02
O -9.212 4.933 -21.190 -0.09
C -3.111 6.692 -20.276 -0.20
C -4.468 7.356 -20.313 -0.25
O -4.422 8.764 -20.121 -0.04
O -2.625 6.706 -18.899 -0.08
H -2.360 7.252 -20.837 0.12
H -3.110 5.634 -20.540 0.12
H -4.992 6.850 -19.493 0.11
H -5.035 7.055 -21.197 0.10
H -5.202 9.011 -19.619 0.08
H -1.734 6.345 -18.921 0.08
C -7.960 1.672 -24.766 -0.18
C -8.324 2.769 -23.749 -0.20
O -9.700 2.637 -23.401 -0.13
O -8.019 0.447 -24.022 -0.08
H -6.927 1.835 -25.084 0.14
H -8.630 1.622 -25.625 0.13
H -8.274 3.753 -24.214 0.13
H -7.638 2.681 -22.905 0.12
H -9.924 1.704 -23.277 0.10
H -7.668 -0.218 -24.626 0.12
C -7.526 9.535 -23.357 -0.25
C -7.562 8.401 -22.369 -0.25
O -7.010 7.209 -22.921 -0.09
O -6.224 9.994 -23.677 -0.05
H -8.069 10.360 -22.900 0.12
H -8.012 9.192 -24.275 0.12
H -8.594 8.125 -22.120 0.11
H -6.996 8.702 -21.482 0.11
H -7.032 6.524 -22.240 0.02
H -5.626 9.283 -23.926 0.09
C -4.685 4.025 -18.200 -0.22
C -5.597 3.527 -17.073 -0.22
O -6.868 4.120 -17.069 -0.02
O -5.009 3.523 -19.474 0.00
H -3.705 3.829 -17.757 0.13
H -4.704 5.116 -18.110 0.11
H -5.151 3.868 -16.134 0.13
H -5.617 2.439 -16.958 0.13
H -7.378 3.770 -17.805 0.05
H -5.797 3.985 -19.796 0.05
C -10.993 6.607 -17.192 -0.22
C -9.888 5.579 -17.380 -0.21
O -10.373 4.497 -18.167 -0.02
O -11.961 6.105 -16.278 -0.04
H -11.500 6.856 -18.125 0.12
H -10.589 7.501 -16.710 0.13
H -9.429 5.239 -16.449 0.13
H -9.120 6.038 -18.015 0.12
H -9.700 4.215 -18.793 0.03
H -12.043 6.699 -15.531 0.09
C -8.029 -0.395 -20.951 -0.23
C -8.193 -0.131 -19.453 -0.25
O -8.875 1.042 -19.156 -0.04
O -6.885 0.301 -21.434 -0.07
H -8.935 -0.047 -21.459 0.11
H -7.887 -1.453 -21.192 0.12
H -7.209 -0.109 -18.967 0.13
H -8.611 -1.034 -19.001 0.12
H -8.382 1.776 -19.540 0.04
H -7.104 0.532 -22.349 0.03
```

As for the net charge: +1. As for the multiplicity: 1. For the highest occupied orbital energy, the calculation gives -11.8 eV.



Record 5
Density functional theory data (the ωB97M-V functional and the def2-TZVPD basis) for a molecular structure, C4H11NO3.

The geometry in XYZ format:
```
19
Properties=species:S:1:pos:R:3:lowdin_charge:R:1
C -2.112 -0.790 0.710 -0.05
N -1.106 1.933 0.298 0.02
O -0.976 0.546 0.075 -0.31
O -1.953 -2.000 0.176 0.03
H -1.146 -2.369 0.584 0.11
H -1.146 2.406 -0.603 0.08
H -0.305 2.255 0.841 0.07
H -2.068 -0.759 1.796 0.12
H -2.957 -0.287 0.250 0.12
C 2.075 0.651 0.338 -0.04
C 0.808 -0.656 -1.409 -0.03
C 0.838 -0.186 0.035 -0.52
O 0.514 -0.979 0.991 -0.10
H -0.207 -0.902 -1.717 0.07
H 2.104 0.922 1.392 0.08
H 2.973 0.069 0.128 0.09
H 2.095 1.568 -0.255 0.07
H 1.121 0.111 -2.120 0.08
H 1.448 -1.533 -1.510 0.09
```

As for the net charge: 0. As for the multiplicity: 1. For the highest occupied orbital energy, the calculation gives -8.6 eV.



Record 6
Density functional theory data (the ωB97M-V functional and the def2-TZVPD basis) for a molecular structure, C59H67MnN5OTe.

The geometry in XYZ format:
```
134
Properties=species:S:1:pos:R:3:mulliken_spin:R:1
Mn -0.477 0.039 -0.349 4.65
C 1.079 -1.699 6.013 0.00
C 1.253 -2.776 4.929 0.00
C 0.381 -2.517 3.738 0.01
C -0.838 -3.027 3.480 -0.01
C -1.584 -4.058 4.281 0.00
C -1.175 -5.491 3.905 0.00
C -1.318 -2.364 2.256 0.02
C -2.586 -2.676 1.664 0.02
C -3.101 -1.951 0.623 -0.01
C -4.137 -2.327 -0.383 0.01
C -5.115 -3.440 -0.205 0.00
C -6.239 -3.049 0.771 0.00
C -3.989 -1.486 -1.427 -0.03
C -2.918 -0.545 -0.998 -0.10
C -1.800 0.364 -2.944 0.02
C -0.577 1.286 -3.008 0.03
N 0.172 1.257 -1.916 0.04
C 1.218 2.101 -2.138 0.01
C 2.225 2.271 -1.200 0.01
C 2.375 1.611 0.026 0.07
N 1.542 0.656 0.577 0.04
C 2.181 0.226 1.684 -0.11
C 1.773 -0.793 2.597 0.10
C 0.635 -1.546 2.662 -0.10
N -0.412 -1.491 1.783 0.06
C 3.427 0.927 1.884 0.04
C 3.544 1.803 0.850 -0.03
C 4.645 2.790 0.605 0.00
C 4.284 4.201 1.096 0.00
C 4.377 0.736 3.029 0.00
C 5.294 -0.483 2.855 0.00
C 1.100 2.688 -3.439 0.06
C -0.037 2.131 -4.007 0.00
C -0.639 2.451 -5.347 0.01
C -1.682 3.577 -5.265 0.00
C 2.016 3.723 -4.020 0.00
C 1.812 5.112 -3.384 0.00
N -2.482 -0.830 0.238 0.00
C -4.713 -1.469 -2.742 0.00
C -5.536 -0.190 -2.948 0.00
H 1.735 -1.887 6.867 0.00
H 0.046 -1.682 6.367 0.00
H 1.309 -0.709 5.613 0.00
H 1.008 -3.751 5.352 0.00
H 2.301 -2.821 4.626 0.00
H -2.659 -3.936 4.134 0.00
H -1.394 -3.892 5.343 0.00
H -1.380 -5.686 2.849 0.00
H -1.719 -6.229 4.504 0.00
H -0.105 -5.638 4.069 0.00
H -3.109 -3.562 2.013 0.01
H -4.593 -4.320 0.178 0.00
H -5.549 -3.717 -1.165 0.00
H -5.829 -2.807 1.756 0.00
H -6.952 -3.867 0.887 0.00
H -6.773 -2.170 0.405 0.00
H -2.583 0.616 -3.660 -0.01
H 3.018 2.963 -1.468 0.00
H 2.487 -0.990 3.388 0.03
H 4.883 2.828 -0.460 0.00
H 5.550 2.454 1.113 0.00
H 3.396 4.577 0.580 0.00
H 5.107 4.900 0.917 0.00
H 4.068 4.190 2.167 0.00
H 3.819 0.641 3.964 0.00
H 4.993 1.631 3.128 0.00
H 4.713 -1.404 2.752 0.00
H 5.960 -0.594 3.713 0.00
H 5.906 -0.376 1.956 0.00
H -1.097 1.555 -5.774 0.00
H 0.158 2.748 -6.033 0.00
H -2.488 3.310 -4.577 0.00
H -2.117 3.794 -6.247 0.00
H -1.216 4.492 -4.888 0.00
H 1.848 3.800 -5.096 0.00
H 3.054 3.410 -3.884 0.00
H 0.813 5.496 -3.610 0.00
H 2.547 5.828 -3.764 0.00
H 1.907 5.061 -2.297 0.00
H -5.366 -2.338 -2.797 0.00
H -3.991 -1.568 -3.552 0.00
H -6.355 -0.143 -2.226 0.00
H -5.958 -0.153 -3.957 0.00
H -4.922 0.701 -2.790 0.00
C -8.035 1.331 0.576 0.00
C -6.650 1.863 0.292 0.00
C -5.570 1.521 1.087 0.00
C -4.282 1.996 0.835 0.02
C -3.197 1.574 1.802 0.00
C -4.072 2.840 -0.273 0.00
Te -2.095 3.479 -0.757 0.05
N -2.220 0.424 -1.542 -0.06
C -1.167 -1.044 -3.157 0.04
O -0.565 -1.523 -2.225 0.03
C -1.265 -1.775 -4.452 0.01
C -0.727 -3.057 -4.525 0.00
C -0.828 -3.794 -5.693 0.00
C -1.463 -3.249 -6.805 0.00
C -1.995 -1.970 -6.740 0.00
C -1.901 -1.238 -5.565 0.00
C -2.549 5.553 -0.576 0.00
C -2.256 6.339 -1.696 0.00
C -2.551 7.695 -1.719 0.00
C -3.157 8.278 -0.611 0.00
C -3.441 7.502 0.505 0.00
C -3.138 6.139 0.550 0.00
C -3.448 5.354 1.804 0.00
C -5.157 3.183 -1.109 -0.01
C -5.022 4.048 -2.340 0.00
C -6.425 2.700 -0.795 0.00
H -8.039 0.687 1.458 0.00
H -8.410 0.749 -0.272 0.00
H -8.741 2.149 0.745 0.00
H -5.725 0.853 1.932 0.00
H -3.445 0.610 2.252 0.00
H -3.097 2.310 2.606 0.00
H -2.245 1.467 1.332 0.06
H -0.233 -3.459 -3.649 0.00
H -0.409 -4.793 -5.741 0.00
H -1.544 -3.824 -7.721 0.00
H -2.487 -1.541 -7.603 0.00
H -2.332 -0.246 -5.529 0.00
H -1.799 5.870 -2.563 0.00
H -2.320 8.290 -2.598 0.00
H -3.400 9.336 -0.614 0.00
H -3.902 7.962 1.375 0.00
H -3.363 5.993 2.685 0.00
H -2.764 4.515 1.909 0.00
H -4.464 4.951 1.775 0.00
H -4.105 3.820 -2.879 0.00
H -4.977 5.108 -2.075 0.00
H -5.875 3.899 -3.007 0.00
H -7.262 2.970 -1.437 0.00
```

As for the net charge: 0. As for the multiplicity: 6. For the highest occupied orbital energy (alpha / beta), the calculation gives -6.2 / -6.3 eV.



| no. | strongest force on any atom (eV/A) |
| --- | --- |
| 1 | 9.85 |
| 2 | 6.02 |
| 3 | 7.30 |
| 4 | 3.27 |
| 5 | 4.65 |
| 6 | 1.98 |